This record from OMol25 describes C42H38BrClN2O3PdSb as an isolated structure. The level of theory is ωB97M-V/def2-TZVPD.

```
89
Properties=species:S:1:pos:R:3:forces:R:3:mulliken_spin:R:1
Pd -0.887810 0.451087 0.639849 -0.06 0.43 0.16 1.411
Br -1.933547 -6.650778 -1.311078 0.00 -0.01 0.00 0.000
C -2.117068 -4.786952 -1.085437 0.00 0.02 0.04 0.004
C -1.926170 -4.232082 0.173399 -0.03 -0.05 -0.03 -0.005
C -2.014657 -2.861493 0.330998 0.01 0.05 0.00 -0.035
C -2.318867 -2.065544 -0.765487 0.04 0.09 0.04 0.007
C -2.526869 -2.620634 -2.018140 -0.02 -0.02 -0.03 0.014
C -2.419053 -3.994481 -2.181642 0.01 0.03 0.01 -0.002
N -2.368629 -0.656513 -0.558179 0.05 -0.11 0.02 0.070
C -3.404588 0.012482 -0.851058 -0.09 -0.03 -0.07 0.004
C -3.457023 1.449322 -0.541044 -0.03 0.06 -0.04 -0.006
C -4.534444 2.233576 -0.906840 0.01 0.04 0.02 0.001
C -4.517809 3.581130 -0.568794 -0.04 0.00 -0.02 -0.006
C -3.434002 4.089096 0.121430 0.06 -0.02 0.03 0.008
C -2.390974 3.232865 0.457724 -0.04 0.04 0.02 -0.018
N -2.410284 1.949437 0.132485 -0.01 -0.04 -0.07 0.127
H -1.684290 -4.865341 1.017062 0.00 0.01 0.00 -0.001
H -1.848207 -2.402082 1.299634 -0.01 -0.02 0.00 0.019
H -2.744049 -1.983485 -2.867225 0.01 -0.01 -0.02 0.001
H -2.561445 -4.443775 -3.154320 0.00 0.00 0.00 0.000
H -4.279039 -0.455973 -1.303898 0.00 0.00 0.03 0.011
H -5.368014 1.799044 -1.441489 0.00 -0.01 0.00 0.001
H -5.345123 4.221834 -0.841469 0.00 0.00 0.00 0.000
H -3.386670 5.131029 0.403207 0.01 0.00 0.01 0.001
H -1.519952 3.571509 1.005507 -0.01 0.02 0.00 -0.003
C 0.974115 -0.844292 5.717539 0.00 -0.02 -0.01 0.001
C -0.004467 -1.768400 5.047554 -0.01 -0.02 -0.01 0.000
C 0.412353 -3.020253 4.595561 -0.01 -0.01 -0.02 0.001
C -0.480040 -3.895105 4.002589 0.05 0.06 0.02 -0.001
Cl 0.093412 -5.419225 3.390063 0.02 -0.04 0.01 0.000
C -1.820832 -3.572202 3.880131 -0.02 -0.02 0.00 0.002
C -2.244163 -2.331659 4.317897 -0.02 -0.02 0.02 -0.001
C -1.345740 -1.432587 4.873596 -0.03 0.00 0.00 -0.003
O -1.867975 -0.223215 5.288236 0.07 0.08 0.01 0.002
C -1.376672 0.947251 4.655262 -0.07 -0.08 -0.03 0.001
C -1.219829 0.781516 3.155258 0.07 -0.01 0.01 -0.029
O -2.056097 0.094188 2.513915 0.05 -0.13 -0.03 0.124
O -0.240006 1.335604 2.570196 -0.04 0.02 0.08 0.115
H 1.833866 -1.405121 6.079962 0.00 0.01 0.01 0.000
H 0.514463 -0.336283 6.564948 -0.01 0.01 0.00 0.000
H 1.341835 -0.082552 5.026857 0.02 0.02 -0.01 0.000
H 1.446914 -3.316652 4.720210 -0.01 0.00 0.00 0.000
H -2.518381 -4.277620 3.449291 0.00 0.00 -0.01 0.000
H -3.277773 -2.030002 4.221491 0.00 0.01 0.00 0.000
H -0.429048 1.293668 5.068891 0.00 -0.07 0.03 0.001
H -2.134163 1.712617 4.836431 0.06 0.03 -0.02 0.001
C 3.041621 3.893044 0.337382 -0.02 -0.01 -0.01 0.015
C 3.852745 2.783695 -0.277425 0.05 0.01 -0.02 -0.024
C 5.243295 2.846495 -0.273110 0.00 0.01 0.01 0.004
C 6.010977 1.840615 -0.841536 0.00 0.01 0.00 -0.002
C 5.401148 0.738717 -1.421023 -0.02 -0.01 0.00 0.007
C 4.016682 0.652099 -1.430352 0.06 0.01 0.03 0.011
C 3.255040 1.672277 -0.873243 -0.08 0.09 0.06 0.078
Sb 1.140382 1.484891 -0.951669 -0.14 -0.40 -0.04 0.034
C 1.158630 -0.646905 -0.612656 0.20 0.00 -0.06 -0.018
C 1.367851 -0.924062 0.753324 -0.09 0.05 -0.06 0.029
C 1.416743 -2.235877 1.222995 -0.02 -0.04 -0.06 0.017
C 1.268011 -3.276890 0.329596 0.02 0.03 -0.07 0.009
C 1.087824 -3.007577 -1.025350 0.01 0.02 0.07 0.022
C 1.023857 -1.710361 -1.521977 0.06 -0.10 0.02 -0.024
C 0.881096 -1.509695 -3.006105 -0.01 0.04 0.01 -0.003
C 0.488739 1.817123 -2.951080 0.04 0.03 0.06 0.026
C -0.803321 1.358887 -3.196366 -0.03 -0.03 -0.01 -0.024
C -1.408648 1.545262 -4.427659 -0.01 0.00 -0.01 -0.004
C -0.715813 2.218080 -5.422991 -0.01 0.00 0.01 0.005
C 0.556400 2.704423 -5.169880 0.00 0.01 0.00 -0.002
C 1.180821 2.528119 -3.935374 0.03 -0.02 -0.02 -0.002
C 2.557132 3.099745 -3.722333 -0.01 -0.01 0.00 0.004
H 3.687122 4.651654 0.775624 0.00 0.00 0.00 0.001
H 2.385428 3.515105 1.124820 0.00 0.01 0.00 0.002
H 2.413136 4.388032 -0.409081 0.00 0.00 0.01 0.000
H 5.730230 3.698429 0.185234 0.01 0.00 0.00 -0.001
H 7.090082 1.915847 -0.825018 0.01 0.00 0.00 0.000
H 5.995600 -0.052721 -1.857454 0.01 0.00 0.00 0.001
H 3.538529 -0.217500 -1.865741 0.00 0.00 0.00 0.000
H 1.592172 -0.120508 1.452472 -0.04 0.01 -0.03 0.010
H 1.588849 -2.427482 2.271957 -0.01 0.00 0.04 0.003
H 1.308231 -4.300965 0.678262 -0.01 0.00 -0.01 0.002
H 1.005468 -3.834313 -1.721822 0.00 -0.01 0.00 -0.001
H 1.151114 -2.421242 -3.536984 0.01 -0.01 0.00 0.000
H 1.513431 -0.698187 -3.370796 -0.01 -0.03 0.01 0.001
H -0.144223 -1.259814 -3.282134 -0.03 0.02 -0.01 -0.001
H -1.339044 0.830864 -2.413900 0.01 0.02 -0.01 0.010
H -2.409820 1.174811 -4.608639 0.00 0.00 0.00 0.000
H -1.169788 2.377198 -6.391984 0.00 0.00 -0.01 0.000
H 1.083844 3.245208 -5.946152 0.00 0.00 -0.01 0.000
H 2.804017 3.802741 -4.515691 0.00 0.00 -0.01 0.000
H 3.318126 2.317734 -3.715027 0.01 0.00 0.01 -0.001
H 2.633067 3.630085 -2.772221 0.00 0.01 -0.01 0.000
```
Forces are in eV/Å.

The multiplicity is 3. As for the net charge: +1. Its highest occupied orbital energy (alpha / beta) is -10.71 / -10.70 eV. As for the gap between HOMO and LUMO (alpha / beta): 7.04 / 6.33 eV.

=====

This record from OMol25 describes C42H38Cl2N9O2S4Ti as an isolated structure. The level of theory is ωB97M-V/def2-TZVPD.

```
98
Properties=species:S:1:pos:R:3:forces:R:3:mulliken_spin:R:1
Ti 0.970648 0.060679 -0.269234 -0.47 -0.61 -0.12 1.022
C -1.985441 1.139542 2.913674 0.00 0.03 -0.05 0.064
C -0.868364 0.655788 2.286550 -0.06 0.04 0.03 0.020
N -0.623104 0.912742 0.984851 0.07 0.33 -0.08 0.049
C -1.448271 1.782165 0.366630 -0.03 -0.13 -0.21 0.022
C -2.599755 2.237592 1.027014 -0.06 0.05 0.09 0.034
N -2.892371 1.904080 2.262964 0.13 0.01 0.03 0.042
C -1.132980 2.076754 -1.014665 0.01 -0.36 0.26 0.169
C -1.856281 2.921757 -1.828648 -0.09 0.10 0.11 -0.039
C -1.486885 3.113232 -3.157783 -0.20 0.10 0.01 0.108
C -0.357974 2.437293 -3.612148 0.23 -0.07 -0.12 -0.012
C 0.344477 1.603659 -2.769577 -0.18 -0.12 0.17 0.130
N -0.064343 1.362740 -1.481188 -0.01 0.39 -0.33 0.178
C 1.570507 0.923821 -3.116472 -0.15 -0.05 -0.07 0.015
C 2.181602 0.942727 -4.381762 0.02 0.08 -0.05 0.006
N 3.341916 0.378639 -4.620788 0.03 -0.07 0.11 0.034
C 3.947196 -0.219298 -3.575765 -0.02 0.04 -0.09 0.056
C 3.352612 -0.301100 -2.342070 -0.02 0.13 -0.03 0.019
N 2.134239 0.231047 -2.110005 0.41 0.05 -0.06 0.052
C -2.253750 4.015984 -4.040729 0.02 -0.03 0.01 -0.008
C -2.449864 3.717658 -5.385301 0.02 -0.01 0.00 0.022
C -3.177222 4.597613 -6.170719 -0.03 0.03 -0.04 -0.007
N -3.707914 5.730280 -5.716470 0.04 -0.05 0.05 0.020
C -3.517235 6.011086 -4.429572 -0.03 0.04 -0.04 -0.008
C -2.808478 5.197936 -3.560123 0.01 0.00 0.02 0.023
H -2.180483 0.903101 3.950626 -0.02 0.01 0.00 0.005
H -0.167551 0.021846 2.808893 0.07 0.02 0.03 -0.005
H -3.322333 2.844438 0.496203 0.04 0.02 0.02 0.003
H -2.734631 3.421140 -1.444026 0.04 0.01 0.01 -0.012
H -0.007684 2.600181 -4.622413 0.00 0.01 0.02 -0.010
H 1.697369 1.437743 -5.215477 0.01 0.00 0.03 -0.001
H 4.925196 -0.648462 -3.747148 0.00 0.00 -0.01 0.005
H 3.836722 -0.801388 -1.516505 0.04 0.04 -0.01 0.012
H -2.069930 2.799337 -5.815224 0.00 0.01 0.00 0.001
H -3.347295 4.377103 -7.219150 0.00 0.00 0.02 0.000
H -3.948650 6.940811 -4.074187 0.01 -0.02 -0.01 0.000
H -2.669704 5.502976 -2.530440 0.00 0.00 -0.02 0.001
C 0.463193 -2.600790 -2.831153 0.00 -0.12 0.08 0.009
C 1.395126 -3.457821 -1.975620 -0.14 0.00 0.06 -0.002
S 2.193328 -2.537788 -0.631580 0.11 0.06 -0.17 -0.006
C 1.928283 -3.593396 0.798777 -0.17 0.11 0.10 -0.001
C 0.467717 -3.801604 1.181896 0.11 -0.05 -0.10 0.004
S -0.382058 -2.218414 1.391470 -0.05 -0.01 -0.09 -0.001
C -1.896254 -2.447233 0.428205 0.06 0.07 -0.06 -0.006
C -1.731518 -2.775281 -1.050148 0.09 -0.07 0.05 0.000
S -0.720041 -1.562256 -1.938997 0.11 0.20 0.08 -0.011
H 1.033592 -1.902627 -3.444334 0.00 0.03 0.02 -0.006
H -0.091523 -3.243492 -3.515408 0.01 0.00 -0.03 0.001
H 0.852525 -4.294533 -1.537269 -0.01 -0.01 0.01 0.000
H 2.173726 -3.879909 -2.609900 0.00 -0.02 -0.03 0.002
H 2.441977 -4.540061 0.636440 -0.04 -0.05 0.03 -0.001
H 2.446426 -3.066021 1.600168 0.13 -0.05 -0.08 -0.001
H -0.059361 -4.388101 0.430660 -0.01 0.01 0.00 0.000
H 0.420588 -4.359711 2.116543 -0.02 0.02 0.04 0.001
H -2.511857 -3.213596 0.900150 0.00 0.00 0.03 -0.001
H -2.423157 -1.495645 0.529409 -0.04 -0.01 0.02 0.007
H -1.287623 -3.760081 -1.196394 -0.04 0.00 -0.01 -0.002
H -2.718120 -2.778260 -1.514228 0.00 -0.01 0.02 0.002
S -4.187264 0.083252 -0.783480 -0.19 -0.06 0.04 -0.003
C -5.590652 0.165776 0.131679 -0.15 -0.10 -0.02 0.000
N -5.545745 0.654908 1.417286 -0.02 -0.03 -0.06 0.002
C -6.622382 0.787751 2.217825 -0.07 -0.05 -0.12 0.000
C -7.839535 0.405242 1.753908 0.07 0.01 -0.01 0.000
C -7.855698 -0.108196 0.438268 -0.14 -0.02 -0.01 0.000
N -6.808532 -0.226989 -0.335423 0.17 0.04 0.00 0.000
H -4.641142 0.957713 1.758796 0.14 0.13 0.11 0.004
H -6.443726 1.202381 3.200003 0.03 0.00 -0.01 0.000
H -8.731401 0.490931 2.353559 0.00 -0.01 -0.03 0.000
H -8.796530 -0.437317 0.004577 0.03 0.01 0.03 0.000
Cl 3.782636 2.620442 6.374496 -0.02 -0.05 -0.03 0.000
C 2.998484 1.067780 6.358920 0.03 0.05 0.07 0.000
C 2.412834 0.612740 7.526443 -0.02 -0.03 0.01 0.000
C 1.792175 -0.625563 7.541101 0.01 0.02 -0.01 0.000
C 1.736553 -1.380394 6.381074 -0.02 0.00 0.02 0.000
C 2.303064 -0.893331 5.216241 -0.01 -0.02 0.06 -0.002
Cl 2.123342 -1.825411 3.762389 0.07 0.07 0.08 0.000
C 2.976867 0.329254 5.170890 0.13 0.05 -0.06 0.002
N 3.537952 0.836157 3.992195 -0.10 -0.07 -0.01 -0.002
C 4.652025 0.227640 3.351630 -0.12 -0.07 0.01 0.003
C 5.380213 -0.794591 3.942635 0.02 -0.02 0.05 0.001
C 6.452344 -1.367599 3.273656 0.02 -0.02 -0.01 0.000
C 6.815840 -0.915982 2.014947 -0.06 0.01 0.02 0.000
C 6.082787 0.106981 1.428571 0.04 0.01 0.02 -0.002
C 4.999598 0.682258 2.076669 0.05 -0.07 -0.10 0.001
C 4.158083 1.709033 1.377427 0.06 0.17 0.06 0.004
C 2.873577 1.146676 0.841316 -0.09 -0.69 0.58 0.021
O 2.022809 1.855862 0.263686 0.03 0.17 -0.13 -0.023
O 2.617338 -0.109230 0.962394 0.13 0.30 -0.16 -0.005
H 2.461451 1.224566 8.416383 0.00 -0.01 -0.01 0.000
H 1.346013 -0.998174 8.452763 0.00 0.00 -0.01 0.000
H 1.239190 -2.340036 6.363486 0.00 0.00 0.00 0.000
H 3.640550 1.837608 4.044989 0.00 0.12 0.00 0.000
H 5.116042 -1.140100 4.934681 -0.01 0.01 -0.01 0.000
H 7.013354 -2.161318 3.750276 -0.01 0.01 -0.01 0.000
H 7.657307 -1.354111 1.495030 -0.01 0.01 0.01 0.000
H 6.352933 0.467895 0.441458 0.00 -0.01 0.02 0.000
H 4.682656 2.156776 0.530120 0.07 -0.04 0.03 0.001
H 3.882934 2.543997 2.024928 0.01 0.07 -0.06 0.000
```
Forces are in eV/Å.

The multiplicity is 3. As for the net charge: +1. Its highest occupied orbital energy (alpha / beta) is -8.02 / -10.19 eV. As for the gap between HOMO and LUMO (alpha / beta): 4.77 / 6.97 eV.